(1)
{
  "formula": "C19H22N2O2",
  "method": "ωB97M-V/def2-TZVPD",
  "elements": ["O", "C", "C", "N", "H", "C", "C", "C", "C", "N", "C", "C", "C", "C", "C", "C", "H", "O", "C", "C", "C", "C", "C", "C", "C", "H", "H", "H", "H", "H", "H", "H", "H", "H", "H", "H", "H", "H", "H", "H", "H", "H", "H", "H", "H"],
  "coordinates": [[1.2802, -1.5569, -5.0750], [2.0593, -0.6821, -4.3036], [1.2811, -0.1734, -3.0890], [0.0690, 0.4707, -3.5666], [0.3062, 1.3267, -4.0614], [-0.9310, 0.7446, -2.5559], [-0.5469, 1.8319, -1.5314], [-1.5262, 1.8817, -0.4100], [-2.4920, 2.8115, -0.1616], [-3.1809, 2.4863, 0.9786], [-2.6674, 1.3309, 1.4925], [-3.0060, 0.6052, 2.6278], [-2.2773, -0.5307, 2.9033], [-1.2419, -0.9590, 2.0584], [-0.9147, -0.2528, 0.9181], [-1.6222, 0.9129, 0.6358], [-0.1306, -0.5971, 0.2633], [-0.5774, -2.1322, 2.3838], [0.7181, -1.9440, 2.9394], [1.6869, -1.3169, 1.9702], [2.0312, 0.0241, 2.0781], [2.8646, 0.6115, 1.1416], [3.3570, -0.1355, 0.0854], [3.0160, -1.4734, -0.0309], [2.1865, -2.0606, 0.9071], [1.9087, -3.1003, 0.8131], [3.3959, -2.0578, -0.8561], [4.0073, 0.3222, -0.6462], [3.1250, 1.6559, 1.2349], [1.6390, 0.6129, 2.8953], [1.0457, -2.9510, 3.2129], [0.6464, -1.3302, 3.8494], [-2.4992, -1.1250, 3.7766], [-3.8082, 0.9231, 3.2775], [-3.9375, 3.0178, 1.3732], [-2.7394, 3.6981, -0.7139], [-0.4955, 2.8025, -2.0309], [0.4404, 1.5983, -1.1237], [-1.8475, 1.0468, -3.0715], [-1.1345, -0.1905, -2.0283], [0.9828, -1.0250, -2.4714], [1.9321, 0.4788, -2.4860], [2.9467, -1.2356, -3.9881], [2.3828, 0.1766, -4.9145], [0.3863, -1.1864, -5.0852]],
  "relative_energy_kcal_mol": 47.38,
  "smiles": "OCCNCCc1c[nH]c2ccc(OCc3ccccc3)cc12",
  "multiplicity": 1,
  "charge": 0,
  "gap_ev": 8.58
}

***

(2)
{
  "formula": "C18H24N2O",
  "method": "ωB97M-V/def2-TZVPD",
  "elements": ["O", "C", "N", "C", "H", "H", "C", "C", "C", "H", "C", "C", "H", "H", "H", "H", "H", "H", "H", "H", "H", "C", "H", "C", "H", "H", "C", "C", "C", "N", "C", "C", "C", "C", "C", "C", "H", "H", "H", "H", "H", "H", "H", "H", "H"],
  "coordinates": [[2.1531, 2.2631, -0.5629], [1.7582, 1.1309, -0.3531], [2.4373, 0.0468, -0.8086], [2.0895, -1.3272, -0.5395], [2.5238, -1.9247, -1.3456], [1.0057, -1.4563, -0.5902], [2.6093, -1.8567, 0.8117], [3.8735, -1.1492, 1.3018], [4.9877, -1.0548, 0.2544], [4.9640, -1.9321, -0.3955], [4.9028, 0.2215, -0.5826], [3.6874, 0.2659, -1.5092], [3.7819, -0.4917, -2.2931], [3.6295, 1.2528, -1.9744], [5.8011, 0.3167, -1.1960], [4.8609, 1.0837, 0.0855], [5.9524, -1.0547, 0.7667], [4.2394, -1.6945, 2.1747], [3.6184, -0.1405, 1.6336], [2.8080, -2.9247, 0.7033], [1.8395, -1.7490, 1.5782], [0.4713, 0.8445, 0.3991], [-0.2156, 0.3203, -0.2696], [-0.1849, 2.1300, 0.8918], [-0.3472, 2.7941, 0.0417], [0.4932, 2.6382, 1.5795], [-1.5209, 1.8544, 1.5933], [-2.5257, 1.2670, 0.6573], [-3.3538, 1.9526, -0.1821], [-4.1039, 1.0825, -0.9284], [-3.7713, -0.1943, -0.5848], [-4.2468, -1.4101, -1.0595], [-3.7136, -2.5600, -0.5191], [-2.7328, -2.5061, 0.4756], [-2.2599, -1.3046, 0.9517], [-2.7736, -0.1213, 0.4191], [-1.5069, -1.2771, 1.7255], [-2.3440, -3.4314, 0.8759], [-4.0593, -3.5227, -0.8658], [-5.0082, -1.4495, -1.8250], [-4.7907, 1.3443, -1.6143], [-3.4671, 3.0134, -0.3015], [-1.9067, 2.7945, 1.9934], [-1.3579, 1.1711, 2.4296], [0.6852, 0.1926, 1.2472]],
  "relative_energy_kcal_mol": 1.15,
  "smiles": "O=C(CCCc1c[nH]c2ccccc12)N1CCCCCC1",
  "multiplicity": 1,
  "charge": 0,
  "gap_ev": 8.72
}

***

(3)
{
  "formula": "C31H32BNO4",
  "method": "ωB97M-V/def2-TZVPD",
  "elements": ["C", "C", "C", "C", "C", "B", "O", "C", "C", "C", "C", "O", "C", "O", "O", "H", "H", "H", "H", "H", "H", "H", "H", "H", "H", "H", "H", "H", "H", "C", "N", "C", "C", "C", "C", "C", "C", "C", "C", "C", "C", "C", "C", "C", "C", "C", "C", "C", "C", "C", "C", "H", "H", "H", "H", "H", "H", "H", "H", "H", "H", "H", "H", "H", "H", "H", "H", "H", "H"],
  "coordinates": [[8.7549, -1.1432, -0.6126], [7.7195, -0.1320, -0.5887], [7.7735, 1.2496, -0.5983], [6.4186, 1.6869, -0.5769], [5.6230, 0.5455, -0.5431], [4.0540, 0.2093, -0.6066], [3.7285, -0.5317, 0.6173], [2.3536, -0.7803, 0.5395], [1.8069, -0.1706, -0.8041], [0.3631, -0.4141, -0.9366], [2.5718, -0.8259, -2.0039], [3.9366, -0.5719, -1.8508], [2.0915, 1.3734, -0.7830], [3.4721, 1.5675, -0.6830], [6.4216, -0.5625, -0.5602], [9.7172, -0.6311, -0.6195], [8.7070, -1.7872, 0.2713], [8.6868, -1.7685, -1.5090], [8.6708, 1.8627, -0.6218], [6.0432, 2.7030, -0.5856], [2.1604, -1.8712, 0.5777], [1.8478, -0.3096, 1.4072], [0.0009, -0.0634, -1.9058], [0.1626, -1.4815, -0.8132], [-0.1216, 0.1677, -0.1429], [2.3734, -1.9155, -2.0209], [2.2038, -0.3956, -2.9554], [1.7070, 1.8465, -1.7070], [1.5919, 1.8401, 0.0895], [-3.0510, 2.2859, 5.4334], [-3.8233, 1.9848, 4.2473], [-5.2306, 2.3010, 4.3602], [-3.2977, 1.5428, 3.0709], [-1.9960, 0.9872, 3.0056], [-1.5868, 0.3445, 1.8501], [-2.3845, 0.3711, 0.6882], [-2.0406, -0.3992, -0.4988], [-2.4186, 0.1077, -1.8237], [-2.6826, -0.9998, -2.6861], [-3.0775, -0.7741, -3.9991], [-3.2269, 0.5485, -4.4372], [-2.9229, 1.6336, -3.5968], [-2.5122, 1.4213, -2.2749], [-2.5365, -2.2300, -1.9016], [-2.1926, -1.8561, -0.5607], [-2.0503, -2.8096, 0.4402], [-2.2465, -4.1546, 0.0993], [-2.5924, -4.5241, -1.2132], [-2.7127, -3.5655, -2.2290], [-3.6229, 1.0572, 0.7174], [-4.0947, 1.5908, 1.8966], [-1.9762, 2.1493, 5.2868], [-3.2274, 3.3327, 5.7234], [-3.4068, 1.6498, 6.2586], [-5.8454, 1.6385, 3.7358], [-5.5155, 2.1739, 5.4085], [-5.4389, 3.3425, 4.0685], [-1.3506, 1.0044, 3.8820], [-0.6363, -0.1900, 1.8532], [-3.2728, -1.6328, -4.6411], [-3.5818, 0.7429, -5.4488], [-3.0102, 2.6552, -3.9676], [-2.2638, 2.2396, -1.5964], [-1.8059, -2.4973, 1.4554], [-2.1412, -4.9227, 0.8689], [-2.7848, -5.5737, -1.4429], [-2.9519, -3.8246, -3.2584], [-4.2441, 1.1064, -0.1784], [-5.0866, 2.0462, 1.9308]],
  "relative_energy_kcal_mol": 0.00,
  "multiplicity": 1,
  "charge": 0,
  "gap_ev": 2.04
}

***

no.,energy (Eh)
1,-997.19552
2,-885.08564
3,-1580.96481